C2H2IN3OS | ωB97M-V/def2-TZVPD

Each line ends with the natural charge from an NBO analysis.
Atoms and positions in Å:
C: -0.07 -0.32 -1.64  0.7707
C: 2.02 0.69 -2.35  0.2360
N: 0.87 0.66 -1.96  -0.5488
N: -0.30 -0.46 -0.24  -0.4632
N: 0.43 0.10 0.77  -0.5965
O: -0.77 -0.89 -2.43  -0.5438
S: 3.41 1.11 -2.81  0.1419
I: 2.11 -0.77 1.61  0.2032
H: 0.78 1.05 0.73  0.3900
H: -1.02 -1.16 0.05  0.4103

Computed properties:
E_HOMO	-9.058	eV
energy relative to the best compared isomer or geometry (same formula, charge and spin)	112.88	kJ/mol
orbital gap	0.31504	hartree